{
  "formula": "C5H8O4",
  "method": "ωB97M-V with the def2-TZVPD basis set",
  "homo_energy_ev": -1.1,
  "largest_force_ha_per_bohr": 0.0294,
  "lumo_energy_ev": 6.52,
  "homo_lumo_gap_ev": 7.62,
  "total_charge": -2,
  "de_lowest_ev": 0.565,
  "symbols": ["C", "C", "O", "O", "H", "H", "H", "C", "C", "C", "O", "O", "H", "H", "H", "H", "H"],
  "coordinates": [[-1.844, 2.426, 0.281], [-2.229, 1.035, 0.899], [-2.338, 1.036, 2.154], [-2.394, 0.109, 0.084], [-2.756, 2.995, 0.077], [-1.183, 2.274, -0.568], [-1.278, 2.975, 1.035], [0.828, -1.263, -0.343], [1.918, -0.235, -0.133], [1.294, -2.720, -0.691], [0.483, -3.630, -0.417], [2.428, -2.834, -1.228], [0.032, -1.344, 0.385], [0.317, -0.939, -1.260], [1.538, 0.769, -0.333], [2.785, -0.381, -0.790], [2.398, -0.271, 0.850]],
  "forces_ev_per_a": [[0.335, -0.321, 0.779], [0.000, 0.380, 0.075], [-0.116, -0.092, -0.182], [-0.187, 0.070, 0.113], [0.126, -0.087, -0.363], [-0.329, 0.123, -0.424], [-0.036, 0.138, 0.083], [0.044, -0.767, -1.303], [0.742, 0.117, 0.279], [0.306, 0.435, 0.328], [-0.009, -0.143, -0.070], [0.059, -0.068, -0.077], [0.116, 0.375, 0.414], [-0.198, -0.134, 0.071], [-0.013, 0.156, 0.308], [-0.451, -0.295, -0.316], [-0.389, 0.114, 0.286]],
  "mulliken_charge": [-0.861, 0.595, -0.757, -0.692, 0.257, 0.224, 0.243, -0.147, -1.007, 0.393, -0.744, -0.757, 0.318, 0.115, 0.254, 0.283, 0.283]
}



{
  "formula": "C19H44ClNO9Si2",
  "method": "ωB97M-V with the def2-TZVPD basis set",
  "homo_energy_ev": -9.0,
  "largest_force_ha_per_bohr": 0.0914,
  "lumo_energy_ev": 0.54,
  "homo_lumo_gap_ev": 9.59,
  "symbols": ["C", "C", "O", "N", "Si", "O", "Si", "C", "C", "C", "Cl", "C", "C", "O", "H", "H", "H", "H", "H", "H", "H", "H", "H", "H", "H", "H", "H", "H", "H", "H", "C", "O", "C", "C", "O", "C", "C", "O", "C", "H", "H", "H", "H", "H", "H", "H", "H", "H", "H", "H", "H", "H", "H", "C", "O", "C", "C", "O", "C", "C", "O", "C", "H", "H", "H", "H", "H", "H", "H", "H", "H", "H", "H", "H", "H", "H"],
  "coordinates": [[-7.902, 0.490, -2.931], [-7.797, 0.420, -4.541], [-8.743, 0.828, -5.265], [-6.541, -0.171, -5.117], [-6.982, -1.350, -6.394], [-5.671, -1.842, -7.404], [-4.512, -2.847, -6.590], [-2.895, -1.869, -6.266], [-2.834, -1.074, -4.869], [-1.344, -1.231, -4.256], [-4.014, -1.656, -3.593], [-5.722, 0.948, -5.612], [-5.411, 1.286, -7.135], [-5.254, 1.737, -4.742], [-8.527, -0.411, -2.588], [-6.835, 0.474, -2.534], [-8.477, 1.416, -2.581], [-7.515, -2.540, -5.688], [-8.100, -0.838, -7.198], [-4.153, -3.917, -7.554], [-5.049, -3.545, -5.418], [-2.744, -1.137, -7.146], [-2.004, -2.601, -6.302], [-2.965, 0.045, -5.075], [-0.571, -1.129, -5.106], [-1.192, -0.408, -3.477], [-1.209, -2.276, -3.792], [-4.818, 2.275, -7.152], [-4.715, 0.519, -7.641], [-6.356, 1.466, -7.766], [0.135, 4.529, -0.028], [0.301, 3.226, 0.506], [-0.505, 2.238, -0.124], [0.295, 0.973, -0.424], [1.294, 1.083, -1.440], [2.396, 1.950, -1.181], [3.348, 1.519, -0.064], [2.718, 1.540, 1.210], [2.918, 0.360, 1.967], [-0.663, 5.051, 0.507], [1.072, 5.072, 0.120], [-0.074, 4.512, -1.100], [-0.951, 2.613, -1.049], [-1.318, 1.993, 0.571], [-0.414, 0.224, -0.805], [0.718, 0.534, 0.479], [2.054, 2.975, -1.040], [2.977, 1.964, -2.109], [4.183, 2.225, -0.022], [3.755, 0.526, -0.297], [2.922, -0.537, 1.337], [2.085, 0.263, 2.669], [3.848, 0.430, 2.533], [2.924, 0.612, 6.328], [4.262, 0.169, 6.171], [5.192, 0.827, 7.022], [6.150, -0.164, 7.675], [5.586, -1.043, 8.649], [4.616, -1.985, 8.195], [5.126, -3.085, 7.262], [5.562, -2.565, 6.014], [6.834, -3.036, 5.609], [2.728, 1.448, 5.650], [2.264, -0.218, 6.065], [2.702, 0.899, 7.359], [4.685, 1.406, 7.799], [5.764, 1.525, 6.398], [6.900, 0.423, 8.223], [6.716, -0.730, 6.935], [3.752, -1.473, 7.774], [4.247, -2.478, 9.100], [4.304, -3.777, 7.054], [5.923, -3.647, 7.766], [7.517, -3.154, 6.458], [7.271, -2.293, 4.937], [6.732, -3.980, 5.071]],
  "forces_ev_per_a": [[0.197, -0.172, -0.944], [-2.922, 1.462, 0.162], [3.701, -1.668, 2.368], [-0.642, 1.525, -2.015], [0.223, -0.825, -0.968], [-0.483, -0.149, 2.865], [0.479, 0.477, -1.525], [0.279, 0.244, 0.372], [2.362, 0.411, -0.845], [-0.454, 0.013, -0.233], [0.641, 0.507, -0.703], [1.586, 2.707, 2.481], [0.580, 0.277, -0.327], [-1.630, -2.552, -2.825], [1.174, 1.130, -0.517], [-1.567, -0.094, -0.314], [0.956, -1.246, -0.841], [0.218, 0.136, 0.106], [0.332, 0.099, -0.327], [-0.067, 0.158, -0.066], [-0.221, 0.209, 0.080], [-0.182, -1.022, 1.405], [-1.448, 0.964, 0.047], [-0.379, -1.668, 0.600], [-1.230, 0.034, 1.346], [-0.002, -1.312, -0.998], [-0.279, 1.656, -0.636], [-1.051, -1.550, 0.374], [-1.436, 0.916, 0.839], [1.292, -0.650, 1.062], [0.179, -0.108, 0.399], [-0.066, 0.137, -0.598], [0.348, -0.148, 0.337], [-0.209, -0.319, -0.094], [-0.013, 0.163, 0.284], [0.180, 0.071, -0.125], [-0.333, 0.170, 0.000], [-0.033, -0.475, -0.240], [-0.150, 0.226, 0.122], [-0.065, 0.119, -0.164], [-0.078, -0.025, 0.088], [-0.084, -0.030, -0.010], [0.060, 0.070, -0.048], [-0.078, -0.217, -0.170], [0.082, 0.202, -0.082], [0.017, 0.281, 0.131], [-0.011, -0.015, 0.279], [-0.031, -0.173, 0.038], [0.120, 0.026, -0.257], [-0.126, 0.060, 0.089], [0.082, 0.058, -0.002], [0.101, 0.111, -0.009], [0.091, -0.204, 0.047], [0.162, -0.203, -0.370], [-0.263, 0.127, 0.528], [0.158, -0.397, -0.279], [0.316, 0.157, 0.183], [-0.082, 0.003, -0.346], [-0.126, -0.138, 0.108], [-0.110, 0.349, -0.028], [0.422, -0.062, 0.323], [-0.163, 0.231, -0.153], [-0.150, 0.097, 0.122], [0.060, 0.062, -0.078], [0.045, 0.073, 0.016], [-0.093, -0.050, 0.029], [0.174, 0.051, 0.214], [-0.236, -0.046, 0.030], [-0.233, 0.025, -0.204], [0.087, -0.018, -0.265], [0.181, -0.005, 0.006], [-0.111, -0.090, 0.239], [-0.009, 0.130, -0.106], [-0.070, -0.071, -0.014], [-0.126, -0.078, -0.014], [0.161, -0.142, 0.024]],
  "mulliken_charge": [-0.910, 0.435, -0.515, 0.499, 0.341, -0.330, 0.521, -0.758, 0.362, -1.277, -0.200, 0.598, -1.109, -0.580, 0.281, 0.231, 0.315, -0.146, -0.144, -0.250, -0.084, 0.269, 0.427, 0.194, 0.333, 0.261, 0.347, 0.340, 0.216, 0.333, -0.815, -0.262, -0.537, -0.256, -0.424, -0.299, -0.533, -0.282, -0.816, 0.288, 0.234, 0.383, 0.328, 0.403, 0.432, 0.015, 0.081, 0.423, 0.388, 0.338, 0.376, 0.195, 0.342, -0.833, -0.254, -0.547, -0.296, -0.465, -0.262, -0.507, -0.258, -0.863, 0.277, 0.225, 0.426, 0.366, 0.369, 0.420, 0.068, 0.051, 0.427, 0.369, 0.346, 0.409, 0.238, 0.292]
}



{
  "formula": "C2H3N3",
  "method": "ωB97M-V with the def2-TZVPD basis set",
  "homo_energy_ev": -10.7,
  "largest_force_ha_per_bohr": 0.0652,
  "lumo_energy_ev": -0.29,
  "homo_lumo_gap_ev": 10.44,
  "de_lowest_ev": 3.509,
  "smiles": "C/N=N/C#N",
  "symbols": ["C", "C", "N", "N", "N", "H", "H", "H"],
  "coordinates": [[3.839, -0.112, 0.051], [0.078, -0.013, 0.049], [4.933, 0.235, -0.094], [2.242, -0.669, 0.209], [1.503, 0.263, -0.120], [-0.301, 1.114, 0.177], [-0.199, -0.923, 0.654], [-0.318, -0.252, -1.023]],
  "forces_ev_per_a": [[-2.693, -0.953, -0.093], [-1.144, 1.382, -2.486], [-0.832, -0.315, 0.212], [2.343, 2.373, -0.364], [1.159, -1.430, 0.451], [0.111, -2.963, 0.632], [0.279, 1.494, -0.002], [0.777, 0.413, 1.650]],
  "mulliken_charge": [0.234, -0.594, -0.354, -0.201, 0.065, 0.262, 0.333, 0.255]
}